Entry 1:
Computed, not measured: C22H30BrF4N6O2SeSr as an isolated structure, with ωB97M-V/def2-TZVPD.

```
67
C22H30BrF4N6O2SeSr (ωB97M-V/def2-TZVPD)
Sr 1.9509 -1.3525 0.9480
C 4.3770 -3.8996 -0.0843
N 3.8154 -2.6442 -0.5673
C 2.8044 -2.8879 -1.5893
C 4.8527 -1.7141 -1.0513
C 4.7477 -0.3121 -0.4506
N 3.3722 0.1370 -0.5552
C 3.0573 1.3969 -0.8350
C 1.6694 1.7088 -0.8879
F 0.8088 0.6870 -0.6007
C 1.1489 2.9244 -1.2274
F -0.1963 3.0662 -1.2848
C 1.9651 4.0045 -1.5309
C 3.3221 3.7532 -1.4675
F 4.1789 4.7641 -1.7449
C 3.8643 2.5264 -1.1481
F 5.2216 2.4449 -1.1273
H 3.5790 -4.5405 0.2892
H 5.0404 -3.7037 0.7552
H 4.9232 -4.4300 -0.8818
H 3.2141 -3.4043 -2.4711
H 2.3879 -1.9351 -1.9209
H 2.0015 -3.5134 -1.1861
H 4.7792 -1.6337 -2.1433
H 5.8392 -2.1284 -0.8247
H 5.4697 0.3066 -0.9846
H 5.0664 -0.3521 0.6016
H 1.5716 4.9755 -1.7839
N -1.4089 -1.9570 -2.4822
C -1.6091 -1.5237 -1.1117
C -3.0603 -1.3593 -0.6275
C -3.8880 -0.2825 -1.3106
C -5.1560 0.0446 -0.5229
N -4.8251 0.6325 0.7838
C -4.5179 -0.0291 1.8972
N -4.9090 -1.3059 2.0758
N -3.8779 0.6111 2.8764
C -1.0628 -2.5871 -0.1407
O -1.4224 -3.7415 -0.4085
O -0.4120 -2.1837 0.8672
H -1.7542 -1.2911 -3.1610
H -1.8280 -2.8677 -2.6266
H -1.1060 -0.5647 -0.9671
H -2.9554 -1.1276 0.4369
H -3.5686 -2.3296 -0.6989
H -4.1709 -0.5914 -2.3209
H -3.3016 0.6361 -1.4208
H -5.7921 -0.8292 -0.3688
H -5.7698 0.7818 -1.0410
H -4.4491 1.5688 0.7370
H -5.0953 -1.8536 1.2506
H -4.4652 -1.8263 2.8152
H -3.3129 1.4218 2.6097
H -3.4882 0.0684 3.6301
Se 1.7611 1.1406 2.9276
C 0.1897 1.9824 2.3549
C -0.7594 1.2824 1.5944
C -1.8453 1.9224 1.0316
C -2.1216 3.2627 1.2831
C -1.2236 3.9628 2.0939
C -0.0894 3.3449 2.5893
H -0.6076 0.2318 1.3790
H -2.4361 1.3367 0.3368
H -2.9479 3.7838 0.8037
H -1.3842 5.0160 2.2934
H 0.6269 3.9205 3.1627
Br 3.2115 -2.9451 3.1335
```

Computed properties:
net charge	-1
orbital gap	5.422	eV
multiplicity	1
ΔE to the lowest compared entry with this formula, charge and spin	54.8	kcal/mol
LUMO	1.5	eV

natural (NBO) atomic charge list, values in e, 2 entries:
1. Sr 1.767
2. C -0.415


Entry 2:
Computed, not measured: a 10-piece molecular cluster, C30H85N5O10 overall, with ωB97M-V/def2-TZVPD.

```
130
C30H85N5O10 (ωB97M-V/def2-TZVPD)
C 1.3745 2.2350 3.0672
O -0.0136 2.1520 2.9562
C -0.6633 2.9974 3.8866
C -2.1605 2.8740 3.7171
C -2.5993 3.4173 2.3656
N -2.8017 3.6380 4.7788
H 1.7060 3.2827 3.1044
H 1.8109 1.7964 2.1676
H 1.7421 1.7111 3.9555
H -0.3067 2.8625 4.9164
H -0.3862 4.0360 3.6259
H -2.3898 1.7945 3.7728
H -2.3210 4.4703 2.2852
H -3.6839 3.3412 2.2678
H -2.1008 2.8755 1.5641
H -2.6015 3.2776 5.7029
H -3.8078 3.6623 4.6814
C -3.0910 -0.4784 1.8455
O -3.4979 -1.1891 0.6966
C -4.8905 -1.1311 0.4470
C -5.6611 -2.1643 1.2645
C -5.3054 -3.5940 0.9093
N -7.1022 -1.9697 0.9818
H -3.7522 -0.6067 2.7102
H -3.0038 0.5898 1.6334
H -2.1165 -0.8600 2.1544
H -5.2807 -0.1313 0.6707
H -5.0288 -1.3707 -0.6093
H -5.4368 -1.9800 2.3248
H -5.6684 -3.8582 -0.0834
H -5.6301 -4.2724 1.6970
H -4.2173 -3.7194 0.8443
H -7.6169 -2.6907 1.4833
H -7.4560 -1.1168 1.4108
C -2.0401 -1.3786 -5.2707
O -1.9216 -2.4336 -4.3629
C -2.0040 -2.0586 -3.0213
C -2.0526 -3.2916 -2.1485
C -3.4139 -3.9777 -2.1822
N -1.6464 -3.0427 -0.7506
H -1.0687 -0.8887 -5.4324
H -2.7599 -0.6206 -4.9400
H -2.3722 -1.7849 -6.2257
H -1.1769 -1.3861 -2.7318
H -2.9063 -1.4422 -2.8328
H -1.3248 -4.0189 -2.5307
H -3.6101 -4.4313 -3.1518
H -4.1956 -3.2514 -1.9417
H -3.4064 -4.7674 -1.4299
H -0.9141 -2.3376 -0.8094
H -2.4046 -2.5880 -0.2409
C -0.3874 2.4582 -3.7128
O 0.3913 3.1232 -4.6643
C -0.2658 4.1918 -5.2977
C 0.7454 5.2769 -5.6886
C 1.5584 5.7666 -4.5068
N 0.1006 6.3957 -6.3933
H -0.9366 3.1690 -3.0787
H 0.2673 1.8836 -3.0584
H -1.1450 1.7830 -4.1353
H -0.7980 3.8319 -6.1895
H -1.0230 4.6300 -4.6272
H 1.4192 4.7964 -6.4052
H 2.4441 6.2965 -4.8691
H 1.9398 4.9014 -3.9655
H 1.0670 6.4559 -3.8198
H -0.6174 6.8050 -5.8036
H -0.3659 6.0297 -7.2169
C 1.9383 -1.6349 3.7567
O 1.8368 -2.0846 5.0857
C 3.0570 -1.9985 5.8079
C 2.7492 -2.1699 7.2776
C 3.9903 -1.9411 8.1318
N 2.2910 -3.5488 7.5104
H 1.0335 -1.9688 3.2492
H 2.8206 -2.0221 3.2373
H 1.9556 -0.5392 3.6826
H 3.7415 -2.8076 5.5212
H 3.4899 -1.0030 5.6567
H 1.9593 -1.4569 7.5489
H 4.6101 -2.8342 8.0925
H 3.6889 -1.7491 9.1635
H 4.5723 -1.0713 7.8195
H 1.9194 -3.6403 8.4490
H 1.5175 -3.7486 6.8824
C 0.7757 5.1624 -1.0183
C 0.9495 4.4148 0.2917
O 0.8990 5.2911 1.4166
H -0.1752 5.7075 -0.9980
H 0.7269 4.4867 -1.8707
H 1.5218 5.9372 -1.2054
H 1.8949 3.8594 0.2714
H 0.1564 3.6765 0.3955
H 1.7668 5.6939 1.5080
C 2.1802 -3.0117 -3.9846
C 1.2826 -4.0672 -4.5785
O 2.0908 -5.0926 -5.1633
H 2.8021 -2.5660 -4.7575
H 2.7835 -3.4354 -3.1783
H 1.5771 -2.2413 -3.4987
H 0.6335 -3.5964 -5.3302
H 0.5912 -4.4898 -3.8434
H 1.5631 -5.8942 -5.1945
C 0.1317 0.6234 -0.1875
C 0.7625 -0.6850 0.2431
O 1.0423 -1.4682 -0.9276
H 0.7002 0.9854 -1.0482
H 0.0716 1.3702 0.6036
H -0.8829 0.4523 -0.5602
H 0.0730 -1.2551 0.8663
H 1.7009 -0.5758 0.7970
H 1.3078 -0.9331 -1.6859
C 3.8701 -4.7763 1.2684
C 3.2834 -4.0793 0.0665
O 1.9081 -3.8199 0.3125
H 4.9555 -4.6718 1.3481
H 3.6560 -5.8472 1.2477
H 3.4543 -4.3871 2.1983
H 3.4245 -4.6799 -0.8390
H 3.8011 -3.1239 -0.1069
H 1.6592 -3.0282 -0.1866
C 3.6636 1.8718 -0.8613
C 3.8582 0.9024 -2.0206
O 2.6215 0.7890 -2.7341
H 4.6168 2.0597 -0.3579
H 3.0260 1.4207 -0.0959
H 3.2527 2.8056 -1.2355
H 4.2508 -0.0749 -1.7399
H 4.6259 1.3636 -2.6541
H 2.7566 1.1704 -3.6055
```

Computed properties:
orbital gap	9.132	eV
multiplicity	1
ΔE to the lowest compared entry with this formula, charge and spin	20.2	kcal/mol
LUMO	0.4	eV

Löwdin atomic charge list, values in e, 2 entries:
1. C -0.127
2. O -0.200


Entry 3:
Computed, not measured: C14H12NO4Tc as an isolated structure, with ωB97M-V/def2-TZVPD.

```
32
C14H12NO4Tc (ωB97M-V/def2-TZVPD)
Tc 0.7144 1.4644 -0.9156
C 4.1448 0.8361 -1.9326
C 3.0597 1.8214 -1.6525
C 2.8210 2.3040 -0.3412
C 1.8899 3.3360 -0.0922
C 1.0733 3.8043 -1.1300
C 1.2281 3.2720 -2.4192
C 2.2058 2.2878 -2.6682
H 5.1076 1.2994 -1.6953
H 4.1603 0.5157 -2.9697
H 4.0789 -0.0380 -1.2801
H 3.4541 1.9667 0.4695
H 1.8302 3.7860 0.8899
H 0.3737 4.6130 -0.9572
H 0.6194 3.6496 -3.2299
H 2.3654 1.9513 -3.6856
O -2.6817 0.3752 -0.5249
C -1.8061 -0.2410 -0.0625
O -0.4188 0.2143 -0.3599
C -1.9164 -1.4509 0.7829
C -0.8774 -2.3409 1.0143
C -1.0742 -3.5013 1.7864
C -2.3071 -3.7873 2.3381
C -3.2788 -2.8414 2.0877
C -3.1891 -1.7147 1.2960
N -4.6856 -3.1245 2.8012
O -5.5416 -2.8078 1.9717
O -4.7052 -3.5809 3.8850
H 0.0955 -2.1678 0.5780
H -0.2551 -4.1761 1.9885
H -2.4610 -4.6563 2.9661
H -4.0239 -1.0683 1.0613
```

Computed properties:
net charge	+3
orbital gap (alpha / beta)	7.589 / 5.807	eV
multiplicity	4
⟨S²⟩	3.792
LUMO (alpha / beta)	-12.6 / -14.1	eV

Löwdin atomic charge list, values in e, 2 entries:
1. Tc 1.604
2. C 0.024


Entry 4:
Computed, not measured: an isolated ion of composition C3H6N3 and charge +1, with ωB97M-V/def2-TZVPD.

```
12
C3H6N3 (ωB97M-V/def2-TZVPD)
C -3.5193 -0.2131 0.1827
N -2.4090 -0.1077 -0.0244
N -1.3010 0.4481 0.1657
N -0.2477 0.0626 -0.3258
C 1.0019 0.7164 -0.1720
C 2.0032 -0.4768 0.1369
H -4.5152 -0.6785 0.0193
H 1.2529 1.0545 -1.2710
H 0.9716 1.4608 0.5912
H 1.4758 -1.2961 0.8045
H 2.2463 -0.8260 -0.7861
H 3.0405 -0.1442 0.6791
```

Computed properties:
net charge	+1
orbital gap	8.775	eV
multiplicity	1
ΔE to the lowest compared entry with this formula, charge and spin	128.8	kcal/mol
LUMO	-6.1	eV

natural (NBO) atomic charge list, values in e, 2 entries:
1. C 0.405
2. N -0.051


Entry 5:
Computed, not measured: C3H11NO3 as an isolated structure, with ωB97M-V/def2-TZVPD.

```
18
C3H11NO3 (ωB97M-V/def2-TZVPD)
O -1.9369 0.6472 -0.0029
C -1.8007 -0.5486 -0.0441
C -0.4504 -1.1959 -0.3172
C 0.5248 -0.5153 -1.3018
N 0.2922 -1.4410 0.9583
H -2.7348 -1.0918 0.0855
H -0.5577 -2.2039 -0.7107
H 1.5581 -0.7128 -1.1222
H 0.3825 0.5472 -1.4427
H 0.2940 -0.9610 -2.2683
H 0.8293 -0.5581 1.2190
H 0.8587 -2.2800 0.8698
H 0.7276 1.0612 0.9386
H 1.6475 1.0542 2.1715
O 1.3247 0.4884 1.4468
H -0.3814 3.3551 -0.3028
H -0.5668 1.8111 -0.2364
O -0.0106 2.5441 0.0594
```

Computed properties:
net charge	+1
orbital gap (alpha / beta)	11.101 / 7.354	eV
multiplicity	2
⟨S²⟩	0.754
ΔE to the lowest compared entry with this formula, charge and spin	32.6	kcal/mol
LUMO (alpha / beta)	-4.1 / -7.8	eV

natural (NBO) atomic charge list, values in e, 2 entries:
1. O -0.481
2. C 0.426


Entry 6:
Computed, not measured: a 3-piece molecular cluster, C36H43IN2O12P2S overall, with ωB97M-V/def2-TZVPD.

```
97
C36H43IN2O12P2S (ωB97M-V/def2-TZVPD)
C -0.7046 0.6796 4.5033
C -1.0933 -0.1769 3.5241
C -2.5098 -0.1278 2.8670
C -2.5766 0.5805 1.5815
C -3.8382 0.6685 0.8412
C -5.0287 0.0509 1.4417
C -6.3545 0.2254 0.6029
C -6.3141 -0.5090 -0.7960
C -6.9559 -1.9468 -0.7927
C -7.2022 0.3612 -1.8001
C -4.9758 -0.6737 2.7345
P -6.5688 -1.4293 3.2823
O -7.2805 -2.1539 2.1828
O -7.5201 -0.1887 3.8648
O -6.4423 -2.4959 4.5318
C -3.6928 -0.7550 3.4989
P -3.6488 -1.6215 5.1570
C -4.8779 -0.6372 6.2270
O -2.1919 -1.4619 5.9719
C -3.8072 1.3973 -0.5192
O -4.6228 2.1794 -0.9425
C -2.5347 1.1147 -1.3980
C -2.5663 0.9030 -2.8310
O -3.7700 0.9319 -3.5434
C -3.7322 -0.2478 -4.4125
C -5.1655 -0.7109 -4.8626
C -5.4395 -2.2208 -4.4254
C -1.2692 0.6284 -3.4896
C -0.0091 0.5533 -2.7826
I 1.7965 0.1037 -3.8940
C 0.0034 0.7596 -1.3114
C 1.3879 0.6173 -0.6076
C 1.6369 -0.9601 -0.4270
S 1.2111 -1.5898 1.2437
C 2.3774 -0.9434 2.4412
N 2.1552 -0.9687 3.7723
N 3.1906 -0.4611 4.4809
C 4.0895 -0.1076 3.5275
O 3.6294 -0.3846 2.2770
C -1.2540 1.0398 -0.6473
C -1.3182 1.2408 0.9122
O -0.4916 1.8814 1.5049
H -0.0729 0.2687 5.3343
H -1.0089 1.7485 4.5578
H -0.4006 -0.9849 3.1877
H -6.3815 1.3277 0.3616
H -7.2797 0.0313 1.1929
H -5.2731 -0.6257 -1.2099
H -7.9431 -1.9285 -0.2562
H -6.2876 -2.7267 -0.3326
H -7.1625 -2.2597 -1.8563
H -6.8834 0.2222 -2.8642
H -7.1641 1.4544 -1.5778
H -8.2571 -0.0303 -1.7158
H -7.7608 0.4028 3.1272
H -6.0838 -3.3108 4.1200
H -5.5701 -1.4230 6.6407
H -5.4677 0.0859 5.6145
H -4.3649 -0.1862 7.1140
H -2.2586 -0.7708 6.6607
H -3.2816 -1.1072 -3.8396
H -3.1475 -0.0367 -5.3525
H -5.2780 -0.7162 -5.9835
H -5.9995 -0.1008 -4.4308
H -4.8913 -2.9311 -5.1043
H -6.5420 -2.4520 -4.4403
H -5.0977 -2.4156 -3.3692
H -1.2292 0.4645 -4.5935
H 1.4377 1.1302 0.3829
H 2.2269 1.0426 -1.2256
H 2.6689 -1.2625 -0.7427
H 0.9397 -1.4939 -1.1333
H 5.0694 0.3247 3.8222
O 6.4448 1.5831 -2.2044
C 6.9219 1.4426 -1.1144
C 6.1930 0.9704 0.1202
C 7.1544 1.3624 1.2286
C 8.4983 1.2907 0.5323
O 8.2353 1.6541 -0.8330
H 6.0583 -0.1117 0.0616
H 5.2327 1.4719 0.2235
H 7.0926 0.7250 2.1109
H 6.9533 2.3903 1.5416
H 8.9227 0.2835 0.5491
H 9.2197 1.9843 0.9623
O 12.2651 1.9051 -1.0258
C 11.9382 1.3475 -2.0355
C 10.8435 1.7847 -2.9778
C 10.6230 0.5356 -3.8128
C 11.9909 -0.1155 -3.7883
O 12.5507 0.2311 -2.5131
H 11.2053 2.6194 -3.5818
H 9.9454 2.0661 -2.4317
H 10.2604 0.7384 -4.8204
H 9.8948 -0.1124 -3.3177
H 12.6484 0.2681 -4.5732
H 11.9309 -1.1999 -3.8780
```

Computed properties:
orbital gap	7.167	eV
multiplicity	1
ΔE to the lowest compared entry with this formula, charge and spin	0.0	kcal/mol
LUMO	-1.1	eV

Löwdin atomic charge list, values in e, 2 entries:
1. C -0.005
2. C -0.175


Entry 7:
Computed, not measured: a 2-piece molecular cluster, C6H6ClNS overall, with ωB97M-V/def2-TZVPD.

```
15
C6H6ClNS (ωB97M-V/def2-TZVPD)
C -0.1296 -0.9522 -1.0089
C -1.1489 -1.0985 -0.1993
C 0.5259 0.2325 -0.8357
C 3.2164 -0.2567 -0.1779
C -1.5830 -0.0069 0.7415
C -1.0742 1.3765 0.3094
N 0.2383 1.2613 -0.2064
S 3.7759 -1.4463 0.8006
Cl 4.0291 1.1434 -0.6695
H 0.2647 -1.6492 -1.7228
H -1.5562 -2.0761 -0.0436
H -2.6550 -0.0807 0.9633
H -0.9629 -0.3321 1.4725
H -1.6644 1.7778 -0.5092
H -1.2762 2.1071 1.0859
```

Computed properties:
orbital gap (alpha / beta)	7.911 / 6.750	eV
multiplicity	1
ΔE to the lowest compared entry with this formula, charge and spin	100.4	kcal/mol
LUMO (alpha / beta)	-0.3 / -0.9	eV

natural (NBO) atomic charge list, values in e, 2 entries:
1. C -0.395
2. C -0.054


Entry 8:
Computed, not measured: C23H55N4O17V as an isolated structure, with ωB97M-V/def2-TZVPD.

```
100
C23H55N4O17V (ωB97M-V/def2-TZVPD)
O -12.7684 13.3027 -8.1505
V -14.3647 13.2271 -8.2235
O -14.6174 11.6188 -8.3122
O -18.7012 13.8563 -7.4263
C -17.5547 14.0631 -8.1391
O -17.5500 14.8544 -9.0733
O -16.5314 13.4139 -7.6878
H -18.3217 13.2665 -6.7468
O -13.8944 12.4567 -12.4469
C -14.2643 13.5679 -11.7454
O -14.2822 14.6558 -12.3317
O -14.6302 13.4445 -10.5125
H -13.9383 11.7741 -11.7372
O -12.7600 16.4207 -7.0794
C -13.5462 16.4072 -8.1816
O -13.3963 17.2871 -9.0687
O -14.4315 15.5080 -8.2830
H -12.2414 17.2654 -7.2586
C -11.6973 19.7375 -6.4338
O -11.2680 18.5283 -6.9964
C -10.0692 18.6574 -7.7358
C -9.6936 17.2446 -8.2211
N -10.6029 16.8656 -9.2825
C -10.5726 15.4389 -9.5477
C -11.4982 15.0042 -10.6814
O -10.8233 14.8823 -11.9351
C -11.7523 14.6028 -12.9701
H -11.6935 20.5390 -7.1789
H -11.0975 20.1039 -5.5905
H -12.7077 19.6147 -6.0462
H -9.2600 18.9325 -7.0450
H -10.1166 19.3653 -8.5652
H -9.6303 16.5843 -7.3452
H -8.6642 17.3553 -8.5819
H -11.5766 17.0872 -9.0655
H -10.7354 14.8470 -8.6345
H -9.6028 14.9985 -9.8286
H -12.3006 15.7486 -10.7326
H -11.9981 14.0664 -10.4236
H -12.0307 13.5454 -12.9075
H -11.2265 14.7211 -13.9211
H -12.6104 15.2759 -12.9320
C -15.0272 8.3884 -8.2476
O -16.0856 7.8641 -7.4527
C -17.0712 7.0939 -8.1159
C -16.7422 5.6118 -8.2336
N -16.0211 5.3649 -9.4805
C -15.4054 4.0643 -9.6989
C -14.6198 3.9814 -10.9985
O -13.2765 4.3615 -10.8607
C -13.0451 5.7481 -11.0842
H -14.2672 7.6165 -8.4199
H -14.5176 9.0749 -7.5730
H -15.4238 8.8413 -9.1522
H -17.2798 7.4910 -9.1164
H -17.9306 7.2938 -7.4738
H -17.7203 5.1200 -8.3297
H -16.1764 5.3135 -7.3538
H -16.5230 5.6691 -10.3017
H -16.1310 3.2359 -9.7007
H -14.7178 3.8529 -8.8772
H -15.1954 4.5373 -11.7537
H -14.6407 2.9743 -11.4213
H -13.5730 6.0557 -11.9878
H -11.9882 6.0108 -11.0801
H -13.4150 6.2974 -10.2109
C -12.2224 12.5723 -4.8477
C -13.6442 12.0495 -5.1484
C -14.3629 11.6777 -3.8572
O -15.6557 11.1362 -4.0346
C -15.8605 10.0420 -4.8983
N -14.3557 13.0874 -5.8967
H -11.5569 11.7352 -4.6354
H -12.2493 13.3393 -4.0722
H -11.8647 13.0333 -5.7703
H -13.5141 11.1506 -5.7537
H -14.5080 12.5405 -3.2066
H -13.7294 10.9470 -3.3354
H -15.5629 10.2558 -5.9255
H -16.8878 9.6791 -4.8787
H -15.3194 9.1767 -4.4882
H -14.3851 13.9151 -5.3059
H -15.3324 12.7835 -5.9500
C -12.3857 9.6916 -12.6049
C -12.6660 9.6589 -11.1084
C -11.5531 10.2773 -10.2588
O -11.9296 10.2056 -8.9106
C -10.9003 10.4718 -7.9927
N -13.9469 10.2851 -10.7892
H -13.2467 9.3103 -13.1562
H -11.6302 8.9209 -12.8028
H -12.0316 10.6537 -12.9679
H -12.7553 8.5910 -10.8464
H -11.4794 11.3373 -10.5325
H -10.6210 9.7735 -10.5428
H -11.3031 10.3293 -6.9901
H -10.5583 11.5071 -8.0759
H -10.0621 9.7750 -8.1123
H -14.7037 9.6971 -11.1230
H -14.0656 10.3107 -9.7778
```

Computed properties:
net charge	-2
orbital gap	5.909	eV
multiplicity	1
ΔE to the lowest compared entry with this formula, charge and spin	3.8	kcal/mol
LUMO	3.6	eV

Löwdin atomic charge list, values in e, 2 entries:
1. O -0.339
2. V 0.970


no.,strongest force on any atom (hartree/bohr)
1,0.01344
2,0.02773
3,0.04307
4,0.12433
5,0.07996
6,0.08211
7,0.09121
8,0.06299